# C79H184Cl5N9O8

A cluster of 14 separate species, C79H184Cl5N9O8 in total in a non-equilibrium geometry (ωB97M-V with the def2-TZVPD basis set, the Open Molecules 2025 dataset).

Values from the calculation:
calculated total energy	-177275.4276	eV
HOMO-LUMO gap	8.3	eV
charge	+4

```
285
C79H184Cl5N9O8 (ωB97M-V with the def2-TZVPD basis set)
C 20.8673 24.1820 27.7537
C 19.9551 24.8146 26.7035
C 20.5392 24.7417 25.2897
C 19.5269 25.2447 24.2095
N 19.6242 24.5055 22.8982
C 18.5040 25.0995 22.0309
C 18.2192 24.1417 20.8544
C 18.6986 22.8481 21.4826
C 19.2640 23.0532 22.8894
C 20.9414 24.6772 22.3346
C 21.4894 26.0755 22.0938
C 22.8283 26.1482 21.3375
H 21.6332 24.8367 28.1248
H 21.2557 23.2835 27.2512
H 20.4229 23.6930 28.6928
H 19.6673 25.8774 26.9176
H 18.9424 24.2725 26.6711
H 20.7864 23.6665 25.0758
H 21.4664 25.3381 25.1993
H 19.7249 26.2892 23.9544
H 18.5079 25.2886 24.5850
H 18.8037 26.1065 21.8429
H 17.6418 25.0494 22.8017
H 18.7919 24.4310 19.9684
H 17.1575 24.1676 20.6775
H 19.4548 22.3856 20.8716
H 17.8877 22.0632 21.5189
H 20.1575 22.4825 23.0647
H 18.5188 22.9219 23.6798
H 20.8396 24.1702 21.4006
H 21.6342 24.0705 22.9482
H 21.6657 26.7166 22.9623
H 20.8175 26.5906 21.4546
H 22.7344 25.7894 20.3103
H 23.6675 25.6032 21.8141
H 23.1754 27.1942 21.2855
C 14.6596 25.0638 27.0080
C 15.5519 26.0041 26.3053
C 15.1452 26.1261 24.8273
C 13.7846 26.8004 24.5542
N 13.0436 26.0782 23.4199
C 11.7617 26.7507 23.0839
C 10.7943 26.1637 24.1691
C 11.3849 24.8738 24.6690
C 12.6483 24.6809 23.8505
C 13.9092 25.9842 22.1595
C 14.2615 27.3929 21.6072
C 14.6303 27.3079 20.1410
H 14.8037 25.0480 28.0653
H 14.6837 24.0873 26.4697
H 13.6449 25.3482 26.8421
H 16.6253 25.7065 26.2407
H 15.4753 26.9987 26.7390
H 15.1952 25.1674 24.3710
H 15.9338 26.6638 24.2692
H 13.7926 27.8046 24.2676
H 13.1945 26.6659 25.4380
H 11.5259 26.4564 22.0833
H 11.9469 27.7954 23.1574
H 9.8605 26.0493 23.7000
H 10.6362 26.9752 24.9846
H 10.6495 24.0771 24.5931
H 11.5031 25.0008 25.7475
H 12.5193 24.0914 22.9131
H 13.4674 24.1718 24.3590
H 13.3626 25.4200 21.4020
H 14.8629 25.4457 22.3504
H 15.1474 27.7741 22.1567
H 13.3762 28.0433 21.6120
H 15.5608 27.5492 19.8344
H 13.9276 27.8811 19.4823
H 14.5162 26.2689 19.8180
C 10.5579 19.4698 21.4507
C 9.3306 18.5957 21.8938
C 9.7390 17.2252 22.5763
C 10.1311 16.2047 21.5406
N 10.7807 14.9487 22.1474
C 9.8416 14.2002 23.0895
C 10.6387 13.9162 24.3814
C 11.5393 15.1547 24.4058
C 12.0253 15.2969 22.9541
C 11.1245 14.0603 21.0151
C 11.7384 12.7298 21.4323
C 11.7478 11.8889 20.1395
H 11.2479 19.0174 20.7566
H 11.0897 19.7516 22.3738
H 10.2241 20.4028 21.0240
H 8.6432 18.6111 20.9958
H 8.7677 19.0907 22.7122
H 8.9594 16.8587 23.2262
H 10.6009 17.4252 23.2839
H 10.7704 16.6362 20.7703
H 9.2300 15.8788 21.0684
H 9.4199 13.2719 22.6628
H 8.9786 14.8157 23.2894
H 11.2457 13.0169 24.2100
H 10.0330 13.9305 25.2915
H 12.4290 15.0900 25.0910
H 11.0002 16.0192 24.7421
H 12.8199 14.5716 22.8012
H 12.4115 16.3109 22.8169
H 11.8743 14.5539 20.3631
H 10.2632 13.9477 20.3250
H 11.1929 12.1142 22.1774
H 12.7304 12.8924 21.7945
H 10.7520 11.7507 19.8541
H 12.2143 10.9168 20.2720
H 12.1071 12.4732 19.3311
C 14.0973 18.4559 10.6513
C 13.3004 17.2473 11.0616
C 12.6821 17.4367 12.4508
C 13.7477 17.9200 13.4358
N 13.2750 18.1023 14.8703
C 12.0850 19.1414 14.7730
C 12.7076 20.4686 14.3254
C 14.1448 20.3806 14.9151
C 14.2794 19.0020 15.5761
C 12.9050 16.8062 15.4837
C 14.0262 15.7573 15.4772
C 13.4880 14.3774 15.9663
H 13.7799 19.4016 11.0395
H 14.0190 18.5542 9.5794
H 15.1650 18.4595 10.8238
H 13.8124 16.2719 11.2098
H 12.3808 17.0998 10.4509
H 12.2552 16.5092 12.8532
H 11.8067 18.1024 12.3505
H 14.2282 18.8212 13.0347
H 14.5942 17.2286 13.3695
H 11.6445 19.3573 15.7876
H 11.3032 18.7054 14.1166
H 12.1257 21.2908 14.7313
H 12.7264 20.5588 13.2322
H 14.3135 21.1329 15.7110
H 14.8653 20.5359 14.1925
H 13.9481 19.0263 16.6240
H 15.3215 18.6220 15.5313
H 12.0584 16.3614 14.9963
H 12.5994 17.0548 16.5222
H 14.8712 16.1812 16.0977
H 14.3571 15.6376 14.4545
H 12.5668 14.0710 15.4680
H 13.3037 14.3756 17.0481
H 14.2028 13.5867 15.7728
C 18.9553 18.5317 23.7844
C 17.9478 19.7303 23.8581
C 16.6196 19.3039 23.1606
C 16.6747 19.0885 21.6327
N 15.4398 18.5686 20.9492
C 14.9802 17.3106 21.5216
C 15.9057 16.2185 20.9907
C 16.4924 16.7925 19.7042
C 15.7223 18.1750 19.5993
C 14.3467 19.6784 21.0964
C 14.8593 21.0045 20.5695
C 13.8091 22.1003 20.4852
H 19.6481 18.5105 24.6309
H 19.5302 18.5738 22.8808
H 18.3772 17.5496 23.7505
H 18.3449 20.6526 23.4722
H 17.7284 19.9267 24.9137
H 15.7764 19.9718 23.3093
H 16.3233 18.3079 23.4846
H 17.4273 18.2778 21.4829
H 16.9686 19.9557 21.1317
H 13.9866 17.1557 21.1117
H 14.8376 17.4406 22.6041
H 15.2323 15.4034 20.7017
H 16.6191 15.8698 21.7353
H 16.3009 16.2365 18.8128
H 17.5748 17.0395 19.6948
H 14.7517 17.9427 19.1228
H 16.2280 19.0123 19.0936
H 14.0734 19.6796 22.1751
H 13.5296 19.3365 20.5045
H 15.3036 20.8933 19.5974
H 15.6856 21.4490 21.1913
H 13.0238 21.8797 19.7392
H 14.2824 23.0469 20.2702
H 13.3117 22.1158 21.5081
C 20.2499 21.5915 12.8662
O 19.8511 21.4059 14.2152
C 18.5284 20.9557 14.3859
C 18.6002 20.0930 15.6196
N 19.0348 20.9864 16.7281
H 19.8770 21.5834 16.5744
H 18.2531 21.6225 16.7674
C 19.1224 20.2589 18.0205
C 20.3934 19.5172 18.2896
O 20.3695 19.0624 19.5820
C 20.9382 17.8686 19.8712
H 21.2690 21.4375 12.8904
H 19.9901 22.6002 12.5502
H 19.8412 20.8168 12.2116
H 17.9583 20.4419 13.5651
H 17.8596 21.8248 14.5709
H 19.2775 19.2234 15.5205
H 17.6046 19.7051 15.9699
H 18.3250 19.5471 17.9030
H 18.8291 21.0001 18.7987
H 21.2719 20.1755 18.1674
H 20.4455 18.7548 17.5399
H 20.7658 17.6083 20.9842
H 22.0319 17.8405 19.7886
H 20.3773 17.0830 19.3166
C 13.4795 21.2105 26.0203
O 12.7043 20.8672 27.1484
C 11.7156 19.9394 26.8739
C 11.7721 18.8747 27.8996
N 11.9350 19.4863 29.2442
H 12.5386 20.3633 29.0157
H 11.0579 19.9325 29.6403
C 12.5522 18.6351 30.3360
C 11.5324 18.5077 31.5043
O 10.9372 19.8175 31.6468
C 10.4722 20.1924 32.9652
H 13.0711 22.1958 25.6030
H 13.3150 20.5660 25.1721
H 14.5641 21.1835 26.2239
H 11.8233 19.5066 25.9020
H 10.7004 20.4115 26.8921
H 12.6084 18.2059 27.7537
H 10.7719 18.3988 27.9849
H 13.4091 19.1406 30.7860
H 12.9170 17.6687 29.9926
H 12.0820 18.1643 32.4055
H 10.7636 17.7850 31.3798
H 11.2848 20.3744 33.5954
H 9.8072 19.4456 33.4739
H 9.9238 21.0996 32.7599
C 16.2166 12.3383 19.2239
O 17.0358 13.3582 18.5426
C 16.8935 13.3556 17.1045
C 18.2184 13.0028 16.4819
N 19.2588 13.9639 16.8996
H 19.0109 14.9386 16.7216
H 19.2999 13.8662 17.8968
C 20.6085 13.5705 16.3832
C 21.7236 14.3287 17.1843
O 21.5727 13.7863 18.4781
C 22.3724 14.3737 19.5002
H 16.5683 12.2609 20.2555
H 16.3633 11.4082 18.7271
H 15.1366 12.6381 19.1646
H 16.5190 14.3322 16.7704
H 16.2486 12.5804 16.7413
H 18.1314 12.9471 15.4069
H 18.4889 12.0493 16.8656
H 20.7752 13.6943 15.3419
H 20.7381 12.5132 16.6823
H 21.6243 15.4191 17.2639
H 22.6882 13.9599 16.8879
H 21.9387 14.1416 20.4467
H 22.5001 15.4581 19.3342
H 23.4056 13.9823 19.4658
C 19.0621 35.3710 8.9440
O 20.2234 34.4173 8.6919
C 20.8281 34.6072 7.5067
C 21.1326 33.3478 6.7034
N 21.9541 32.2473 7.2674
H 21.2828 31.4379 7.2277
H 22.7519 31.8537 6.7430
C 22.4712 32.1622 8.7510
C 22.3035 30.8236 9.4850
O 20.9249 30.7166 10.0339
C 20.5187 29.5323 10.7216
H 19.0434 36.1282 8.0742
H 19.2800 35.8384 9.8745
H 18.1169 34.8224 9.0321
H 21.7626 35.1350 7.7693
H 20.1925 35.3464 6.9649
H 21.5775 33.6488 5.7505
H 20.1546 32.9232 6.3982
H 21.9319 33.0242 9.3703
H 23.5534 32.4324 8.7177
H 22.9319 31.0076 10.3379
H 22.6502 29.9546 8.9558
H 20.1233 28.6675 10.1703
H 19.7936 29.8497 11.3643
H 21.3067 29.1783 11.2790
Cl 12.6409 16.6685 18.8130
Cl 13.4422 18.0163 24.4946
Cl 15.9376 23.1211 23.3278
Cl 16.8825 22.6452 17.4863
Cl 18.5088 16.9184 16.6681
```

***

# C5H7N

The molecule C5H7N in a non-equilibrium geometry (ωB97M-V with the def2-TZVPD basis set, the Open Molecules 2025 dataset).

Values from the calculation:
calculated total energy	-6787.4457	eV
HOMO-LUMO gap	11.7	eV
charge	0
structure (SMILES)	N#CCC1CC1
ΔE to the lowest compared entry with this formula, charge and spin	102.9	kJ/mol

```
13
C5H7N (ωB97M-V with the def2-TZVPD basis set)
N 2.2741 -1.7004 0.2586
C 1.7871 -0.6955 -0.0457
C 1.1642 0.5687 -0.4432
C -0.2886 0.6871 -0.0102
C -0.9378 -0.2215 0.9942
C -1.2621 -0.3571 -0.4680
H 1.2179 0.6321 -1.5369
H 1.7648 1.3934 -0.0434
H -0.6162 1.7230 -0.0023
H -1.6810 0.2173 1.6561
H -0.3427 -1.0032 1.4561
H -0.8452 -1.2158 -0.9994
H -2.2347 -0.0280 -0.8158
```

***

# C3H4DyLiO4

A structure of composition C3H4DyLiO4 in a non-equilibrium geometry (ωB97M-V with the def2-TZVPD basis set, the Open Molecules 2025 dataset).

Values from the calculation:
calculated total energy	-35621.7632	eV
HOMO-LUMO gap (spin up / spin down)	8.2 / 7.3	eV
charge	+3
spin multiplicity	7
ΔE to the lowest compared entry with this formula, charge and spin	2.1	kJ/mol

```
13
C3H4DyLiO4 (ωB97M-V with the def2-TZVPD basis set)
H 1.1480 -1.8189 -1.3985
C 1.6509 -1.5295 -0.4744
C 1.6491 -2.2552 0.7822
O 2.7942 -2.1545 -0.0861
H 1.7254 -1.6962 1.7155
H 1.1669 -3.2337 0.8153
O -0.3751 0.2161 0.2697
C 0.6032 0.8068 -0.1396
O 1.7548 -0.0824 -0.4117
Dy -2.8358 0.4160 0.9582
H 2.1238 0.5083 -1.2619
Li -0.0087 3.3084 -1.5745
O 0.7771 1.7013 -0.9769
```

***

# C7H10N4O

The molecule C7H10N4O in a non-equilibrium geometry (ωB97M-V with the def2-TZVPD basis set, the Open Molecules 2025 dataset).

Values from the calculation:
calculated total energy	-15425.1654	eV
HOMO-LUMO gap	8.7	eV
charge	0
structure (SMILES)	CO/C=C/N=C(\C)n1ccnn1
ΔE to the lowest compared entry with this formula, charge and spin	427.5	kJ/mol

```
22
C7H10N4O (ωB97M-V with the def2-TZVPD basis set)
C 0.5245 1.6089 4.6274
C 0.8408 0.9169 3.4490
C 0.0064 -0.9465 -0.2662
C 0.5889 -0.3110 -1.2990
C -0.1278 1.0297 1.1572
C -0.6519 2.0764 0.2363
C 0.6586 -2.0510 -3.0681
N -0.4140 2.5344 4.2558
N -0.7173 2.4311 3.0678
N 0.0728 -0.2162 0.9239
N 0.0133 1.4895 2.4768
O 0.5882 -0.7554 -2.6003
H 1.0154 1.7044 5.5598
H 1.5413 0.2098 3.2000
H -0.5326 -1.9304 -0.1343
H 1.1707 0.6429 -1.1556
H 0.1774 2.3645 -0.4130
H -1.0227 2.8233 0.8904
H -1.5256 1.9407 -0.3662
H -0.2391 -2.2577 -3.7014
H 0.7338 -2.8139 -2.3185
H 1.5836 -2.0650 -3.6664
```

***

# C31H40BrIIrN3O3PS

A structure of composition C31H40BrIIrN3O3PS (ωB97M-V with the def2-TZVPD basis set, the Open Molecules 2025 dataset).

Values from the calculation:
calculated total energy	-144509.6775	eV
HOMO-LUMO gap (spin up / spin down)	7.3 / 5.0	eV
charge	+1
spin multiplicity	5
ΔE to the lowest compared entry with this formula, charge and spin	121.3	kJ/mol

```
82
C31H40BrIIrN3O3PS (ωB97M-V with the def2-TZVPD basis set)
Ir -0.1592 -0.3969 1.7297
Br -3.1164 6.4862 0.0581
C -2.9754 5.1698 1.3971
C -3.6113 5.3517 2.6185
N -3.5450 4.4652 3.6100
C -2.8353 3.3596 3.4031
C -2.1764 3.0956 2.2080
C -2.2460 4.0231 1.1775
C -1.4173 1.8444 2.0251
O -1.3111 1.0122 2.9778
O -0.8779 1.5828 0.9060
H -4.1955 6.2449 2.8017
H -2.7834 2.6492 4.2179
H -1.7399 3.8419 0.2388
C -4.0250 -3.2075 0.6466
C -3.1565 -2.1582 1.3446
C -3.5771 -0.7776 0.8253
C -3.3535 -2.2010 2.8622
P -1.3258 -2.3288 0.9755
C -1.2718 -2.3813 -0.8564
C -1.4845 -3.5261 -1.6168
C -1.5220 -3.4676 -3.0077
C -1.3701 -2.2574 -3.6662
C -1.1494 -1.1032 -2.9297
C -1.0787 -1.1634 -1.5339
C -0.5655 -3.8810 1.6920
C -0.1970 -3.5815 3.1558
C -1.4412 -5.1359 1.6624
C 0.7344 -4.1402 0.9172
H -5.0713 -2.9882 0.8722
H -3.8264 -4.2209 0.9806
H -3.9135 -3.1684 -0.4375
H -4.6352 -0.6314 1.0532
H -3.4546 -0.6880 -0.2555
H -3.0226 0.0256 1.3063
H -4.3769 -1.8969 3.0915
H -2.6799 -1.5132 3.3783
H -3.2107 -3.2023 3.2658
H -1.6348 -4.4808 -1.1348
H -1.6932 -4.3727 -3.5748
H -1.4321 -2.2138 -4.7452
H -1.0565 -0.1452 -3.4279
H -0.9372 -0.2508 -0.9637
H -1.0681 -3.5815 3.8077
H 0.3152 -2.6238 3.2700
H 0.4860 -4.3581 3.5063
H -2.3265 -5.0321 2.2853
H -0.8545 -5.9627 2.0697
H -1.7527 -5.4260 0.6608
H 1.4092 -3.2838 0.9757
H 0.5509 -4.3748 -0.1318
H 1.2407 -4.9963 1.3671
C 6.1028 2.7581 -1.1256
C 4.9137 1.8746 -0.7718
C 4.6045 0.9131 -1.9066
N 3.5351 -0.0228 -1.5149
C 2.4923 -0.4083 -2.1987
S 1.7270 -1.9059 -1.8002
N 1.9918 0.2829 -3.2515
C 1.9478 1.6930 -3.5575
O 1.6794 1.9803 -4.6875
C 2.1781 2.6625 -2.4598
C 1.6146 2.4673 -1.2055
C 1.7770 3.4354 -0.2254
C 2.5107 4.5806 -0.4983
C 3.0697 4.7759 -1.7583
C 2.8925 3.8241 -2.7462
H 6.3169 3.4523 -0.3151
H 5.9013 3.3459 -2.0234
H 7.0016 2.1657 -1.3042
H 4.0295 2.4805 -0.5669
H 5.1260 1.3016 0.1357
H 5.4809 0.3125 -2.1608
H 4.2981 1.4534 -2.7972
H 3.6857 -0.5177 -0.6414
H 1.4910 -0.2748 -3.9315
H 1.0250 1.5854 -0.9879
H 1.3319 3.2864 0.7476
H 2.6428 5.3296 0.2711
H 3.6298 5.6761 -1.9717
H 3.2970 3.9725 -3.7397
I 2.4233 -0.5123 1.9339
```

***

# C4H9N2O

The ion C4H9N2O with charge +1 in a non-equilibrium geometry (ωB97M-V with the def2-TZVPD basis set, the Open Molecules 2025 dataset).

Values from the calculation:
calculated total energy	-9313.7186	eV
HOMO-LUMO gap	9.2	eV
charge	+1
structure (SMILES)	[NH2+]=CNC/C=C\O
ΔE to the lowest compared entry with this formula, charge and spin	221.6	kJ/mol

```
16
C4H9N2O (ωB97M-V with the def2-TZVPD basis set)
C -0.6177 -1.5691 0.9766
C 0.0991 0.9797 -1.6838
C -0.1319 -0.4393 -1.1106
C 0.6402 1.9728 -0.9912
N -0.1498 -0.5162 0.3260
N -0.2951 -1.7630 2.2681
O 0.8104 2.0445 0.3475
H -1.3587 -2.3412 0.5129
H -0.0207 0.8608 -2.7555
H -1.0790 -0.8087 -1.5324
H 0.6830 -0.9189 -1.6408
H 0.9141 2.8942 -1.3850
H 0.4493 0.2364 0.6164
H -0.8977 -2.3425 2.7800
H 0.3521 -1.2596 2.8542
H 0.6024 2.9701 0.4175
```